# 1
C6H7N3O | ωB97M-V with the def2-TZVPD basis set

Calculated values
LUMO	0.12	eV
HOMO	-8.63	eV
total energy	-472.19687	hartree
SMILES	O=C1CCN[C@]12C=CN=N2

```
17
Properties=species:S:1:pos:R:3:forces:R:3
O -0.169620 2.430348 -0.859880 0.21 1.69 -0.63
C -0.327301 1.298278 -0.605554 0.65 -2.82 0.54
C -1.643796 0.556353 -0.288185 2.94 -1.69 -1.59
C -1.125442 -0.915628 -0.215862 -3.63 -0.06 -3.16
N 0.160555 -0.845422 0.345359 1.29 -0.62 0.87
C 0.887630 0.244623 -0.224055 0.53 1.25 0.70
C 1.843644 0.966495 0.694214 -0.75 1.72 1.37
C 3.121925 0.691317 0.430675 -2.51 0.70 0.98
N 3.172936 -0.352822 -0.486940 3.80 -0.20 -0.01
N 2.186481 -0.632995 -1.056881 -4.10 0.03 -1.25
H -1.844879 0.830811 0.665591 -1.25 1.30 2.95
H -2.402036 0.750061 -1.010487 -0.61 0.14 -0.30
H -1.923794 -1.640077 0.268875 2.04 1.36 -0.80
H -1.084379 -1.087380 -1.369230 -0.05 -0.85 1.61
H 0.705650 -1.676670 0.139381 -0.30 -0.29 0.38
H 1.550574 1.759839 1.500414 0.37 -1.66 -1.82
H 3.914822 1.139708 0.950202 1.37 0.00 0.15
```
Forces are in eV/Å.

Mulliken population analysis, charges in e, atoms 1 to 6:
1 O -0.474
2 C 0.364
3 C -0.629
4 C -0.475
5 N -0.396
6 C 0.931



# 2
C25H20IN5O6PdS2 | ωB97M-V with the def2-TZVPD basis set

Calculated values
LUMO (alpha / beta)	-0.54 / -2.34	eV
HOMO (alpha / beta)	-8.36 / -8.80	eV
total energy	-2911.77795	hartree
<S²>	6.026
multiplicity	5

```
60
Properties=species:S:1:pos:R:3:forces:R:3
Pd -0.187060 0.431485 0.025400 -0.27 -0.31 0.36
N 2.729757 -0.116375 3.339987 -0.01 -0.01 -0.01
C 2.045010 0.085025 2.192407 -0.04 -0.02 -0.05
S 0.302138 0.344991 2.420065 0.12 0.08 -0.07
N 2.709380 0.081162 1.078228 -0.15 0.08 -0.08
N 1.948457 0.293752 -0.038305 0.09 -0.06 -0.16
C 2.471965 0.134470 -1.197189 -0.01 -0.02 -0.06
C 3.907923 -0.173214 -1.408285 0.02 -0.01 0.00
C 4.890572 0.694683 -0.941206 -0.04 0.00 0.00
C 6.228127 0.403508 -1.152203 0.01 -0.02 -0.01
C 6.592289 -0.760364 -1.816947 0.01 0.02 0.01
C 5.616130 -1.631131 -2.277883 -0.02 0.00 0.00
C 4.275497 -1.334306 -2.081373 -0.01 0.00 0.01
C 1.567357 0.247661 -2.384806 -0.11 -0.05 0.24
C 2.082833 0.430515 -3.655671 0.01 0.01 0.00
C 1.205180 0.571681 -4.722581 0.04 0.01 -0.02
C -0.153153 0.521629 -4.489781 -0.05 0.00 -0.02
C -0.596867 0.335894 -3.187562 0.03 -0.02 0.03
N 0.236911 0.189348 -2.169736 0.28 0.06 -0.03
H 2.214829 -0.336795 4.173031 0.01 0.00 0.01
H 3.684188 -0.427403 3.264250 0.01 0.00 0.00
H 4.599737 1.593693 -0.414403 0.00 0.00 0.00
H 6.989053 1.084409 -0.793941 0.00 0.00 0.00
H 7.638364 -0.987830 -1.976317 0.00 0.00 0.00
H 5.897190 -2.541079 -2.791660 0.00 0.00 0.00
H 3.509018 -2.010499 -2.441177 0.00 0.00 0.00
H 3.152118 0.482836 -3.799225 -0.01 0.01 -0.02
H 1.587930 0.733497 -5.721642 0.00 -0.01 0.00
H -0.872174 0.643242 -5.287107 0.01 0.00 -0.01
H -1.652393 0.330922 -2.953299 -0.01 0.02 0.04
O -0.927996 4.567397 -0.558748 -0.03 0.01 -0.02
S -0.975578 3.140565 -0.710033 -0.11 0.14 0.00
O -1.880595 2.619240 -1.710721 0.05 0.09 0.09
O -1.235250 2.479527 0.638856 0.08 -0.01 -0.14
O 0.434982 2.608717 -0.931978 0.00 -0.06 0.06
I -4.450596 -3.166140 -2.178574 0.00 -0.01 -0.01
C -4.044624 -1.561465 -0.919990 0.05 -0.02 0.00
C -5.054749 -0.893645 -0.248891 -0.05 0.00 0.01
C -4.706069 0.159818 0.577205 -0.01 0.00 0.02
C -3.374246 0.518703 0.693671 0.05 -0.02 -0.04
N -2.407349 -0.128326 0.042950 -0.10 0.02 -0.16
C -2.733878 -1.155300 -0.744672 0.03 0.01 0.04
H -6.088440 -1.189209 -0.367700 0.00 0.00 0.00
H -5.459787 0.708363 1.124163 0.00 0.00 0.00
H -3.063142 1.352247 1.304372 0.03 0.03 -0.01
H -1.911290 -1.670182 -1.223130 -0.02 0.01 -0.03
O -0.066535 -1.991154 2.336269 0.12 0.01 -0.03
C -0.151392 -2.444275 1.165051 -0.20 0.05 0.01
O -0.015298 -1.790836 0.095625 0.10 -0.06 0.06
C -0.508470 -3.902184 1.030435 0.07 -0.02 0.00
C -0.720370 -4.678634 2.164774 0.00 0.00 0.00
C -1.079914 -6.011208 2.036167 0.00 0.01 -0.01
C -1.230765 -6.571073 0.774499 0.00 0.00 0.00
C -1.017873 -5.798494 -0.358958 0.00 -0.01 -0.02
C -0.655786 -4.466666 -0.232107 0.01 0.03 0.01
H -0.604973 -4.223929 3.138772 0.00 0.00 0.00
H -1.246413 -6.613441 2.919843 0.00 0.00 0.00
H -1.516189 -7.610624 0.674641 0.00 0.00 0.00
H -1.136300 -6.234498 -1.342707 0.00 0.00 0.00
H -0.480924 -3.851899 -1.105054 -0.01 -0.01 0.00
```
Forces are in eV/Å.

Mulliken population analysis, charges in e, atoms 1 to 6:
1 Pd 0.621
2 N -0.417
3 C 0.613
4 S -0.307
5 N -1.204
6 N 1.305



# 3
C4H2O | ωB97M-V with the def2-TZVPD basis set

Calculated values
LUMO (alpha / beta)	4.66 / 4.03	eV
charge	-1
HOMO (alpha / beta)	-0.97 / -2.95	eV
total energy	-228.68175	hartree
<S²>	0.758
multiplicity	2

```
7
Properties=species:S:1:pos:R:3:forces:R:3
O 1.325791 -1.169263 -1.817953 0.91 -0.53 -1.08
C 0.479180 -0.945121 -0.770132 -0.73 1.74 1.53
C 0.401323 0.121352 -0.006499 0.17 -0.31 -0.81
C -0.493737 0.611726 0.925450 -1.67 -1.56 0.34
C -1.502097 0.731158 1.629997 0.96 0.45 -0.09
H 0.913535 -0.886007 -2.648217 -0.06 0.04 0.41
H -2.313142 0.837305 2.326110 0.41 0.18 -0.31
```
Forces are in eV/Å.

Mulliken population analysis, charges in e, atoms 1 to 6:
1 O -0.145
2 C -0.655
3 C -1.267
4 C 0.603
5 C -0.191
6 H 0.279